Here is one molecule with the formula C6H11NS at a distorted geometry from the Open Molecules 2025 dataset. Energies are from wB97M-V/def2-TZVPD.

- gap between HOMO and LUMO (Eh) = 0.3615
- M (g mol⁻¹) = 129.23
- E_LUMO (eV) = 0.9
- 2S+1 = 1
- SMILES = SC1(C2CC2)CNC1
- HOMO level (hartree) = -0.32950

```
19
C6H11NS | the Open Molecules 2025 dataset | wB97M-V/def2-TZVPD
S -1.564 -1.364 0.085
C -0.354 -0.020 -0.113
C 0.994 -0.533 -0.533
C 1.985 -1.068 0.473
C 2.255 0.225 -0.257
C -0.803 1.214 -0.947
N -0.343 2.097 0.147
C -0.382 0.952 1.087
H -1.161 -2.109 -0.969
H 0.970 -1.056 -1.487
H 1.689 -1.013 1.526
H 2.563 -1.917 0.192
H 2.173 1.171 0.303
H 3.053 0.217 -1.009
H -1.881 1.220 -1.120
H -0.279 1.379 -1.895
H -1.005 2.838 0.391
H 0.438 0.928 1.759
H -1.297 0.866 1.662
```

---

Here is one molecule with the formula C10H13NO at a distorted geometry from the Open Molecules 2025 dataset. Energies are from wB97M-V/def2-TZVPD.

- gap between HOMO and LUMO (Eh) = 0.3395
- M (g mol⁻¹) = 163.22
- E_LUMO (eV) = 0.9
- 2S+1 = 1
- SMILES = COc1ccc2c(c1)CNCC2
- HOMO level (hartree) = -0.30558

```
25
C10H13NO | the Open Molecules 2025 dataset | wB97M-V/def2-TZVPD
C 1.931 3.187 1.538
O 1.491 2.033 2.209
C 0.699 1.032 1.621
C 0.568 -0.226 2.356
C 0.025 -1.269 1.525
C -0.277 -1.179 0.196
C -0.079 0.018 -0.439
C 0.388 1.147 0.209
C -0.357 0.153 -1.920
N -0.751 -1.046 -2.734
C -1.722 -1.695 -1.874
C -1.088 -2.310 -0.556
H 2.170 3.881 2.410
H 2.735 2.903 0.862
H 0.979 3.492 1.049
H 1.047 -0.453 3.378
H -0.144 -2.260 2.073
H 0.443 2.179 -0.237
H 0.484 0.472 -2.672
H -1.197 0.995 -1.810
H 0.196 -1.614 -2.645
H -2.428 -0.957 -1.498
H -2.429 -2.553 -2.345
H -2.003 -2.614 0.059
H -0.681 -3.317 -0.753
```

---

Here is one molecule with the formula C15H22N2O4 from the Open Molecules 2025 dataset. Energies are from wB97M-V/def2-TZVPD.

- gap between HOMO and LUMO (Eh) = 0.3609
- M (g mol⁻¹) = 294.35
- E_LUMO (eV) = 0.7
- 2S+1 = 1
- SMILES = O=C([C@H](CO)NC(=O)[C@H]1C[C@@]2(C1)C[C@]21CC1)N1CCCO1
- HOMO level (hartree) = -0.33603

```
43
C15H22N2O4 | the Open Molecules 2025 dataset | wB97M-V/def2-TZVPD
O 1.230 -1.432 -2.081
C 1.937 -0.596 -1.554
C 1.468 0.162 -0.310
C 2.073 -0.420 0.970
O 3.442 -0.051 1.043
N 0.033 0.038 -0.272
C -0.737 0.923 0.407
O -0.250 1.829 1.067
C -2.226 0.715 0.309
C -3.059 1.980 -0.034
C -3.989 1.629 1.123
C -2.978 0.626 1.667
C -5.485 1.408 1.019
C -4.916 2.493 1.856
C -5.044 2.998 3.237
C -5.102 3.946 2.045
N 3.220 -0.347 -1.926
C 3.886 0.960 -1.902
C 5.202 0.676 -2.645
C 5.021 -0.770 -3.118
O 3.613 -0.987 -3.113
H 1.735 1.220 -0.354
H 1.508 0.000 1.806
H 1.952 -1.509 0.962
H 3.786 -0.316 1.900
H -0.365 -0.669 -0.874
H -2.471 -0.122 -0.344
H -2.483 2.886 0.162
H -3.491 2.021 -1.033
H -3.349 -0.357 1.954
H -2.374 1.047 2.473
H -5.968 1.677 0.087
H -5.897 0.538 1.518
H -5.966 2.812 3.773
H -4.154 3.028 3.854
H -4.251 4.595 1.882
H -6.062 4.380 1.799
H 3.286 1.706 -2.428
H 4.037 1.265 -0.871
H 5.321 1.357 -3.485
H 6.067 0.778 -1.993
H 5.359 -0.952 -4.135
H 5.501 -1.475 -2.434
```

---

Here is a 2-piece molecular cluster, C2H3F5N2O overall at a distorted geometry from the Open Molecules 2025 dataset. Energies are from wB97M-V/def2-TZVPD.

- gap between HOMO and LUMO (alpha / beta) (Eh) = 0.2868 / 0.2868
- M (g mol⁻¹) = 166.05
- E_LUMO (alpha / beta) (eV) = -2.7 / -2.7
- 2S+1 = 1
- HOMO level (alpha / beta) (hartree) = -0.38622 / -0.38624

```
13
C2H3F5N2O | the Open Molecules 2025 dataset | wB97M-V/def2-TZVPD
C 0.296 0.233 0.116
C 0.449 -1.034 1.002
N 1.624 -1.606 0.638
N -0.316 -1.409 2.119
O -0.921 0.594 -0.249
F -0.667 -2.247 -0.711
F 2.097 -2.585 1.434
F 2.692 -0.606 0.609
F -1.700 -1.511 1.906
F 0.119 -2.460 2.829
H 0.971 -0.020 -0.788
H 0.696 1.210 0.469
H -1.477 -0.177 -0.584
```

---

Here is a 7-piece molecular cluster, C11H36N4O7 overall at a distorted geometry from the Open Molecules 2025 dataset. Energies are from wB97M-V/def2-TZVPD.

- gap between HOMO and LUMO (Eh) = 0.3327
- M (g mol⁻¹) = 336.43
- E_LUMO (eV) = 0.0
- 2S+1 = 1
- SMILES = NC(N)=O.NC(N)=O.CCO.CCO.CCO.CCO.CO
- HOMO level (hartree) = -0.33450

```
58
C11H36N4O7 | the Open Molecules 2025 dataset | wB97M-V/def2-TZVPD
N -4.623 -2.264 -0.315
C -3.581 -1.815 -0.858
N -2.651 -1.499 0.004
O -3.425 -1.690 -2.312
H -5.337 -2.691 -0.926
H -4.963 -2.207 0.664
H -1.761 -0.982 -0.286
H -2.859 -1.512 0.993
N -2.063 1.370 0.857
C -2.076 2.571 1.410
N -2.974 2.628 2.300
O -1.112 3.531 1.131
H -1.298 1.199 0.234
H -2.800 0.677 1.034
H -3.061 3.480 2.847
H -3.795 1.976 2.253
C 1.877 2.146 3.164
C 2.633 0.924 2.772
O 1.716 -0.038 2.455
H 2.623 2.972 3.199
H 1.279 2.106 4.092
H 1.196 2.504 2.363
H 3.285 0.493 3.528
H 3.327 1.203 1.915
H 2.160 -0.815 2.255
C 4.751 -0.470 -0.520
C 4.124 -0.509 -1.933
O 2.851 -1.158 -1.821
H 4.932 -1.482 -0.056
H 4.173 0.182 0.182
H 5.706 0.078 -0.566
H 4.739 -1.125 -2.639
H 3.959 0.455 -2.381
H 2.371 -1.012 -2.635
C -3.072 1.267 -3.843
C -2.213 1.336 -2.572
O -0.938 0.967 -3.077
H -2.678 1.761 -4.703
H -3.990 1.817 -3.583
H -3.383 0.232 -4.165
H -2.655 0.595 -1.909
H -2.284 2.307 -2.149
H -0.485 0.680 -2.278
C 0.207 -2.881 1.858
C 0.940 -2.954 0.517
O 1.963 -1.921 0.489
H -0.560 -2.064 1.792
H 0.901 -2.649 2.668
H -0.326 -3.814 2.127
H 0.266 -2.824 -0.311
H 1.501 -3.793 0.259
H 2.326 -1.927 -0.413
C 0.930 1.093 -0.541
O 0.070 0.010 -0.313
H 0.394 2.037 -0.384
H 1.230 1.099 -1.613
H 1.890 1.179 0.030
H 0.644 -0.778 -0.292
```

---

Here is a 11-piece molecular cluster, H22O11 overall from the Open Molecules 2025 dataset. Energies are from wB97M-V/def2-TZVPD.

- gap between HOMO and LUMO (Eh) = 0.3261
- M (g mol⁻¹) = 198.17
- E_LUMO (eV) = -1.0
- 2S+1 = 1
- SMILES = O.O.O.O.O.O.O.O.O.O.O
- HOMO level (hartree) = -0.36426

```
33
H22O11 | the Open Molecules 2025 dataset | wB97M-V/def2-TZVPD
O 0.217 3.403 1.330
H -0.062 2.485 1.478
H 0.708 3.382 0.501
O -2.607 2.652 -1.453
H -2.390 1.761 -1.742
H -2.550 2.605 -0.490
O 1.519 -1.611 -2.096
H 1.197 -1.317 -2.962
H 2.424 -1.914 -2.264
O -2.798 -0.569 -1.302
H -2.835 -1.152 -0.528
H -1.896 -0.191 -1.281
O 3.085 -0.448 0.339
H 2.813 -0.804 -0.520
H 3.282 -1.226 0.876
O 2.742 2.407 -0.998
H 3.188 2.095 -1.791
H 2.340 1.620 -0.614
O -2.727 0.708 1.650
H -2.332 0.913 2.503
H -2.261 -0.093 1.332
O 0.706 0.652 1.903
H 0.359 0.469 2.785
H 1.604 0.291 1.905
O -2.069 -2.040 1.056
H -1.240 -2.427 0.681
H -2.223 -2.516 1.880
O -0.220 0.110 -0.592
H 0.571 -0.274 -0.988
H 0.022 0.262 0.348
O 0.085 -3.119 -0.304
H 0.641 -2.777 -1.043
H 0.706 -3.335 0.402
```

---

Here is a 2-piece molecular cluster, C6H8N2S overall at a distorted geometry from the Open Molecules 2025 dataset. Energies are from wB97M-V/def2-TZVPD.

- gap between HOMO and LUMO (alpha / beta) (Eh) = 0.2955 / 0.2994
- M (g mol⁻¹) = 140.21
- E_LUMO (alpha / beta) (eV) = 0.3 / -0.5
- 2S+1 = 1
- HOMO level (alpha / beta) (hartree) = -0.28586 / -0.31841

```
17
C6H8N2S | the Open Molecules 2025 dataset | wB97M-V/def2-TZVPD
C -2.355 1.249 0.915
C -2.469 0.937 -0.484
C -1.024 1.078 1.192
C 1.676 0.343 -1.482
C 0.890 0.149 -0.239
C 1.536 -2.566 0.626
N -1.278 0.588 -0.950
N -0.420 0.649 0.008
S 2.382 0.873 0.246
H -3.192 1.492 1.499
H -3.347 0.897 -1.070
H -0.405 1.109 2.115
H 1.993 -0.555 -1.906
H 1.445 1.258 -2.073
H 0.591 -3.033 0.845
H 1.903 -1.659 1.055
H 2.076 -2.809 -0.296
```

---

Here is C5H9O11SV as an isolated structure at a distorted geometry from the Open Molecules 2025 dataset. Energies are from wB97M-V/def2-TZVPD.

- gap between HOMO and LUMO (alpha / beta) (Eh) = 0.2346 / 0.2345
- M (g mol⁻¹) = 328.13
- E_LUMO (alpha / beta) (eV) = 2.0 / 2.0
- 2S+1 = 2
- HOMO level (alpha / beta) (hartree) = -0.16238 / -0.16223
- charge = -1

```
27
C5H9O11SV | the Open Molecules 2025 dataset | wB97M-V/def2-TZVPD
O 5.555 -12.708 8.568
V 4.756 -13.636 7.618
O 0.422 -13.356 8.643
C 1.504 -12.784 8.417
O 2.593 -13.453 8.347
O 1.536 -11.555 8.123
H -0.102 -12.576 8.840
O 5.222 -10.275 4.861
C 4.546 -10.704 5.936
O 4.870 -11.804 6.313
O 3.544 -10.051 6.393
H 5.736 -11.065 5.043
O 6.448 -16.488 5.386
C 5.808 -15.419 5.922
O 6.464 -14.597 6.641
O 4.566 -15.205 5.846
H 5.725 -16.755 4.815
C 3.189 -15.313 11.284
S 4.882 -15.645 10.643
O 4.798 -15.164 9.185
C 5.692 -14.236 11.511
H 3.444 -15.097 12.322
H 2.652 -16.249 11.136
H 2.604 -14.526 10.809
H 5.087 -13.329 11.486
H 6.635 -13.956 11.042
H 5.733 -14.394 12.589
```

---

Here is C3H4FLuO2 as an isolated structure at a distorted geometry from the Open Molecules 2025 dataset. Energies are from wB97M-V/def2-TZVPD.

- gap between HOMO and LUMO (Eh) = 0.2166
- M (g mol⁻¹) = 266.03
- E_LUMO (eV) = -12.6
- 2S+1 = 1
- HOMO level (hartree) = -0.67869
- charge = +2

```
11
C3H4FLuO2 | the Open Molecules 2025 dataset | wB97M-V/def2-TZVPD
O 0.023 0.694 1.116
Lu 3.272 0.218 0.598
C 1.016 0.842 0.187
C -1.067 -0.007 0.499
H -1.786 0.707 0.076
H -1.557 -0.611 1.270
F 0.701 1.955 -0.639
C -0.385 -0.849 -0.584
O 0.944 -0.302 -0.645
H -0.863 -0.737 -1.564
H -0.298 -1.908 -0.316
```

---

Here is one molecule with the formula C5H8N2 from the Open Molecules 2025 dataset. Energies are from wB97M-V/def2-TZVPD.

- gap between HOMO and LUMO (Eh) = 0.3452
- M (g mol⁻¹) = 96.13
- E_LUMO (eV) = 0.9
- 2S+1 = 1
- SMILES = Cc1cn(C)cn1
- HOMO level (hartree) = -0.31184

```
15
C5H8N2 | the Open Molecules 2025 dataset | wB97M-V/def2-TZVPD
C 2.519 0.045 -0.345
C 1.145 0.021 0.236
C 0.052 0.583 -0.341
N -1.047 0.139 0.355
C -2.324 0.092 -0.338
C -0.549 -0.644 1.362
N 0.759 -0.725 1.331
H 3.301 0.069 0.415
H 2.672 -0.846 -0.966
H 2.623 0.918 -0.999
H -0.069 1.232 -1.196
H -2.096 -0.021 -1.403
H -2.904 -0.779 -0.033
H -2.907 1.006 -0.204
H -1.176 -1.089 2.128
```

---

Here is C24H33BCaF7N4O12S as an isolated structure at a distorted geometry from the Open Molecules 2025 dataset. Energies are from wB97M-V/def2-TZVPD.

- gap between HOMO and LUMO (Eh) = 0.0881
- M (g mol⁻¹) = 785.49
- E_LUMO (eV) = -2.5
- 2S+1 = 1
- HOMO level (hartree) = -0.17929
- charge = -1

```
83
C24H33BCaF7N4O12S | the Open Molecules 2025 dataset | wB97M-V/def2-TZVPD
C 2.278 0.330 1.060
C 2.471 -1.323 1.074
S 1.551 -2.121 -0.346
C -0.272 -1.704 -0.377
C -0.937 -1.339 1.075
C -2.089 -0.153 0.821
F -3.547 -0.451 1.065
C -1.660 1.191 0.344
F -2.220 1.678 -0.955
F -0.665 1.945 1.172
H 1.781 0.676 0.057
H 1.561 0.574 1.962
H 3.337 0.858 1.198
H 2.264 -1.799 2.135
H 3.634 -1.492 0.869
H 2.090 -1.503 -1.518
H -0.845 -2.667 -0.786
H -0.486 -0.861 -1.191
H -0.173 -1.018 1.901
H -1.568 -2.295 1.407
C 4.653 -2.033 -4.384
C 3.940 -1.822 -3.059
O 3.240 -0.774 -2.984
O 4.141 -2.726 -2.200
H 4.440 -1.219 -5.084
H 5.734 -2.075 -4.221
H 4.324 -2.973 -4.836
N -0.537 -2.304 -4.181
C -1.762 -2.447 -3.584
C -2.450 -3.433 -4.255
C -1.609 -3.905 -5.290
C -0.432 -3.192 -5.220
H 0.179 -1.646 -3.899
H -2.039 -1.836 -2.735
H -3.450 -3.776 -4.023
H -1.836 -4.681 -6.010
H 0.467 -3.240 -5.819
O -3.973 2.234 2.283
H -4.954 2.378 2.301
H -3.515 2.930 1.748
H -3.746 1.323 1.964
C 5.244 -5.522 4.080
C 4.586 -5.295 2.723
C 5.226 -4.149 1.936
C 5.095 -2.853 2.718
N 4.987 -1.777 3.368
H 5.140 -4.648 4.731
H 4.774 -6.367 4.593
H 6.312 -5.743 3.967
H 3.520 -5.091 2.875
H 4.657 -6.216 2.135
H 4.729 -4.036 0.967
H 6.286 -4.354 1.752
N -4.254 -1.773 4.051
O -3.689 -2.422 3.155
O -3.605 -0.964 4.735
O -5.467 -1.932 4.263
F -5.367 -4.286 -4.168
Ca 2.433 -3.319 -5.032
B -2.386 3.854 -4.198
O -3.302 4.961 -3.905
C -4.548 4.500 -4.080
O -5.555 5.171 -3.916
C -4.505 3.121 -4.481
O -5.468 2.411 -4.720
O -3.232 2.711 -4.560
F -1.591 3.536 -3.022
F -1.516 4.205 -5.310
F 5.945 -0.008 -3.692
C -1.476 4.274 2.735
C -0.618 5.317 2.383
C -0.675 6.531 3.069
C -1.596 6.689 4.114
C -2.464 5.646 4.464
C -2.399 4.437 3.769
N -1.643 7.955 4.856
O -0.872 8.860 4.504
O -2.448 8.044 5.795
H -1.424 3.327 2.200
H 0.098 5.182 1.575
H 0.001 7.335 2.783
H -3.187 5.757 5.270
H -3.067 3.621 4.035
```

---

Here is a 2-piece molecular cluster, C3H6N2O3S2 overall at a distorted geometry from the Open Molecules 2025 dataset. Energies are from wB97M-V/def2-TZVPD.

- gap between HOMO and LUMO (Eh) = 0.3250
- M (g mol⁻¹) = 182.23
- E_LUMO (eV) = -0.2
- 2S+1 = 1
- SMILES = O=C(S)/C(O)=N/S.[H]/N=C\O
- HOMO level (hartree) = -0.33393

```
16
C3H6N2O3S2 | the Open Molecules 2025 dataset | wB97M-V/def2-TZVPD
O -3.303 -1.980 0.697
C -2.393 -1.323 0.205
S -2.717 -0.105 -1.040
C -0.994 -1.474 0.794
O -0.990 -2.234 1.853
N 0.023 -0.897 0.270
S 1.603 -1.108 0.810
H -1.426 0.309 -1.223
H -1.880 -2.576 1.870
H 1.379 -1.188 2.054
H 0.857 1.469 -1.912
N -0.118 1.449 -1.322
C 0.207 1.710 -0.138
O 1.336 1.951 0.511
H -0.653 1.810 0.456
H 2.074 1.524 -0.012
```